This record from the Open Molecules 2025 dataset describes C5H7NO as an isolated structure. The level of theory is wB97M-V/def2-TZVPD.

Largest force on an atom in eV/Å: 0.47
Relative energy (zero: lowest compared OMol25 entry of this formula, charge and spin) in kJ/mol: 390.0
Gap between HOMO and LUMO in eV: 9.602
E_HOMO in Ha: -0.3180
Total charge: 0
LUMO in Eh: 0.0349

Last column: natural (NBO) charge in e.
Cartesian coordinates (Å):
C  0.73470  -0.24241  1.18689  -0.61
C  1.02116  -0.66031  -0.66792  0.13
C  -0.33199  -0.38877  -0.25912  0.07
N  -1.27390  -1.39934  -0.03782  -0.80
C  -0.70789  0.96002  -0.70866  -0.35
C  0.40080  1.43496  -1.28238  0.15
O  1.42742  0.53611  -1.24891  -0.48
H  0.94492  -1.21964  1.61838  0.23
H  1.62404  0.38914  1.19685  0.25
H  -0.04255  0.26193  1.76942  0.22
H  -1.92581  -1.20568  0.71267  0.37
H  -0.83027  -2.30209  0.08101  0.39
H  -1.66394  1.45212  -0.60540  0.24
H  0.62331  2.38395  -1.75501  0.21


This record from the Open Molecules 2025 dataset describes C17H16CuNO4S6 as an isolated structure at a distorted geometry. The level of theory is wB97M-V/def2-TZVPD.

Largest force on an atom in eV/Å: 2.46
Gap between HOMO and LUMO in eV: 7.112
E_HOMO in Ha: -0.2617
Total charge: 0
LUMO in Eh: -0.0004

Last column: natural (NBO) charge in e.
Cartesian coordinates (Å):
Cu  -0.77167  0.58355  0.40826  1.08
O  -5.96551  2.95088  -3.41295  -0.56
C  -5.07949  2.44018  -2.78499  0.19
S  -4.93747  2.50191  -1.01852  0.35
C  -3.49885  1.49451  -0.83703  -0.32
C  -2.95436  1.07953  -2.01224  -0.54
S  -1.55539  0.05976  -2.28077  0.48
S  -3.73429  1.56086  -3.51833  0.32
S  -3.03563  1.15023  0.78101  -0.37
O  -0.74391  -1.45083  0.65929  -1.04
S  -1.32927  -2.17731  1.84039  1.26
C  -0.62857  -3.83593  1.74971  -0.16
C  -0.34783  -4.47911  2.94514  -0.25
C  0.15574  -5.77173  2.91813  -0.21
C  0.38076  -6.39604  1.70002  -0.20
C  0.11253  -5.73085  0.50941  -0.19
C  -0.39677  -4.44239  0.52793  -0.23
C  -2.99608  -2.67333  1.35694  -0.16
C  -3.76930  -3.37586  2.26927  -0.25
C  -5.05301  -3.74943  1.90872  -0.19
C  -5.54873  -3.40846  0.65659  -0.20
C  -4.76159  -2.70471  -0.24236  -0.20
C  -3.47172  -2.33256  0.10551  -0.23
H  -0.52636  -3.96979  3.88515  0.22
H  0.37614  -6.28632  3.84404  0.22
H  0.76833  -7.40611  1.67745  0.22
H  0.29718  -6.22220  -0.43663  0.22
H  -0.61000  -3.90847  -0.39022  0.24
H  -3.36941  -3.63264  3.24367  0.22
H  -5.67048  -4.30233  2.60423  0.22
H  -6.55644  -3.69202  0.38224  0.22
H  -5.15313  -2.43499  -1.21444  0.22
H  -2.83544  -1.78144  -0.57354  0.25
O  -0.37560  1.82438  -0.84955  -0.43
N  -0.24098  0.68419  -1.39897  -0.26
C  2.29939  0.20946  3.89936  -0.81
S  1.70543  -0.21924  2.24253  1.26
C  3.11912  0.45080  1.32778  -0.82
O  0.58904  0.75326  2.00932  -1.04
H  2.50104  1.27814  3.93307  0.24
H  3.19311  -0.37047  4.12720  0.23
H  1.50056  -0.03970  4.59446  0.24
H  4.01998  -0.09652  1.60224  0.23
H  3.20417  1.51119  1.55691  0.24
H  2.90619  0.31338  0.26901  0.25